Record 1
# C3H14O4

A cluster of 5 separate species, C3H14O4 in total (the ωB97M-V functional and the def2-TZVPD basis, the OMol25 dataset).

Results
- Gap between HOMO and LUMO: 9.9 eV
- 2S+1: 1
- SMILES string: C=CC.O.O.O.O
- Maximum force: 1.723 eV/A

Last column: natural (NBO) charge in e.
Cartesian coordinates (Å):
C -3.24703 -0.76300 -0.97939  -0.411
C -3.37770 -0.04677 0.15554  -0.177
C -2.16893 0.73554 0.63259  -0.660
H -4.08121 -1.12871 -1.56001  0.202
H -2.21010 -0.93820 -1.26189  0.190
H -4.27589 -0.18626 0.74788  0.200
H -1.88874 1.49692 -0.10076  0.218
H -2.43551 1.37991 1.47367  0.212
H -1.37486 0.08005 0.97253  0.224
O 1.33159 1.65621 -0.11275  -0.967
H 1.99630 1.64772 -0.83098  0.507
H 0.79637 2.43476 -0.34336  0.472
O 1.72073 -0.01275 1.94693  -0.984
H 2.42339 0.12952 2.56529  0.471
H 1.53713 0.84985 1.54315  0.503
O 3.12103 -0.22125 -1.43046  -0.977
H 3.83426 -0.62752 -0.95852  0.466
H 2.35610 -0.76517 -1.19371  0.504
O 0.76465 -1.49560 -0.37415  -0.972
H 0.64741 -1.18950 0.53181  0.504
H 0.15766 -2.22112 -0.51765  0.476

Force components x, y, z for each atom (eV/Å):
C 0.2 0.8 1.2
C 0.6 -1.1 -1.1
C -1.2 0.6 0.9
H 0.1 -0.6 0.3
H -0.3 0.3 -0.9
H -0.2 0.9 -0.1
H 0.4 -0.7 -0.3
H -0.1 -0.3 0.3
H 0.4 0.1 -0.3
O -0.1 1.1 -0.9
H -0.1 -0.6 0.6
H 0.1 -0.4 0.3
O -0.7 -0.1 -0.2
H 0.5 0.0 0.5
H 0.2 -0.2 -0.3
O -0.5 0.3 -0.5
H 0.7 -0.2 0.4
H -0.3 0.0 0.1
O 0.1 0.0 -0.3
H 0.2 0.1 0.2
H -0.1 -0.2 0.1

Record 2
# C3H14O4

A cluster of 5 separate species, C3H14O4 in total (the ωB97M-V functional and the def2-TZVPD basis, the OMol25 dataset).

Results
- Gap between HOMO and LUMO (alpha / beta): 8.3 / 4.5 eV
- 2S+1: 2
- Maximum force: 2.241 eV/A
- Net charge: +1

Last column: natural (NBO) charge in e.
Cartesian coordinates (Å):
C 1.96704 -0.27039 -0.71058  -0.729
C 1.98589 1.06099 -0.07315  0.152
C 1.51852 2.25435 -0.61318  -0.009
H 1.80705 -0.94534 0.14171  0.282
H 1.08820 -0.42641 -1.34413  0.280
H 2.87575 -0.48370 -1.28074  0.320
H 2.55834 1.09057 0.85121  0.224
H 1.78806 3.23951 -0.24618  0.236
H 0.99931 2.29298 -1.56596  0.228
H -1.48039 -0.47398 -1.73612  0.481
H -1.89161 -1.06363 -3.04276  0.481
O -1.79994 -1.27991 -2.13141  -0.962
H -0.48258 -3.19937 0.28881  0.464
H -1.49458 -2.30183 -0.36488  0.488
O -1.24180 -2.65120 0.49390  -0.955
H -0.84927 0.61200 0.78422  0.481
H -2.10062 0.05778 0.43309  0.503
O -1.37531 0.50795 -0.03870  -0.977
H 0.06734 1.64935 3.58760  0.497
H 0.72106 0.68861 2.55821  0.459
O -0.08894 1.14246 2.81611  -0.944

Force components x, y, z for each atom (eV/Å):
C -1.8 0.5 0.8
C 1.1 -1.0 -0.2
C -0.2 0.9 -1.0
H 0.7 -0.4 -0.3
H 0.2 0.3 -0.3
H 0.2 -0.1 0.3
H -0.2 0.3 0.1
H 0.0 -0.2 0.5
H -0.3 -0.4 0.1
H 0.1 0.6 0.6
H -0.3 -0.1 -1.2
O 0.3 -0.5 0.7
H 0.1 -0.3 0.1
H -0.3 0.0 -0.4
O 0.2 0.3 0.2
H 0.1 0.4 -0.6
H -0.3 0.0 -0.9
O 0.3 -0.1 1.7
H 0.4 0.7 1.2
H 0.0 0.1 0.7
O -0.3 -0.9 -2.0

Record 3
# C3H14O4S

A cluster of 4 separate species, C3H14O4S in total (the ωB97M-V functional and the def2-TZVPD basis, the OMol25 dataset).

Results
- Gap between HOMO and LUMO: 9.4 eV
- 2S+1: 1
- SMILES string: OCCCS.O.O.O
- Maximum force: 2.567 eV/A

Last column: natural (NBO) charge in e.
Cartesian coordinates (Å):
O 0.65363 0.08277 1.35033  -0.771
C -0.64601 0.51392 1.76177  -0.069
C -1.24999 1.41255 0.68146  -0.434
C -1.43012 0.63910 -0.63552  -0.543
S -2.37974 -0.89429 -0.62882  -0.051
H 0.52321 -0.70406 0.80598  0.504
H -0.56931 1.03775 2.71802  0.178
H -1.27748 -0.35054 1.93883  0.173
H -0.51603 2.19382 0.50472  0.206
H -2.18924 1.75365 0.98180  0.210
H -2.03111 1.25629 -1.31378  0.226
H -0.49929 0.57203 -1.19659  0.226
H -1.42867 -1.75947 -0.25951  0.135
O 2.53154 -0.17842 -1.65882  -0.983
H 2.83059 0.69102 -1.34409  0.508
H 3.05710 -0.37080 -2.44227  0.469
O 0.93827 -2.22857 -0.24070  -0.969
H 1.45676 -1.97436 -1.01072  0.505
H 1.27281 -3.09915 0.01290  0.482
O 2.49805 1.92762 0.30252  -0.968
H 2.82473 1.47982 1.09119  0.479
H 1.59850 1.56893 0.28036  0.487

Force components x, y, z for each atom (eV/Å):
O -0.4 0.2 0.4
C 0.1 0.3 -0.1
C 1.5 -2.0 -0.3
C -0.2 1.0 -0.8
S -0.1 -0.1 0.1
H 0.4 -0.3 -0.1
H 0.2 0.1 -0.1
H -0.2 -0.2 0.0
H -0.3 0.5 0.0
H -1.4 1.0 0.6
H -0.1 0.1 0.2
H 0.2 -0.5 0.2
H 0.1 0.0 0.0
O 0.1 -0.1 -0.3
H -0.1 -0.1 0.3
H 0.0 0.1 0.0
O -0.1 -0.6 0.1
H 0.2 0.4 0.0
H -0.1 0.2 0.0
O 0.0 0.0 -0.1
H 0.2 0.0 0.0
H 0.0 -0.1 0.0

Record 4
# C3H14O5

A cluster of 4 separate species, C3H14O5 in total (the ωB97M-V functional and the def2-TZVPD basis, the OMol25 dataset).

Results
- Gap between HOMO and LUMO: 10.7 eV
- 2S+1: 1
- SMILES string: OCCCO.O.O.O
- Maximum force: 1.596 eV/A

Last column: natural (NBO) charge in e.
Cartesian coordinates (Å):
O 0.54604 0.40061 1.36146  -0.777
C -0.67243 1.18522 1.24146  -0.058
C -1.42369 0.88382 -0.04842  -0.463
C -2.06755 -0.49537 -0.00952  -0.050
O -2.66391 -0.83106 -1.25840  -0.724
H 0.44378 -0.45129 0.92102  0.479
H -1.29640 0.90343 2.08498  0.166
H -0.31905 2.20449 1.38521  0.187
H -2.22483 1.63525 -0.03809  0.214
H -0.76823 0.99037 -0.90627  0.228
H -1.34829 -1.25151 0.30062  0.146
H -2.89672 -0.49446 0.68136  0.177
H -1.96669 -1.06423 -1.88964  0.481
O 2.48429 -1.49255 0.76672  -0.970
H 3.43798 -1.66212 0.80515  0.481
H 2.38249 -0.69723 1.31704  0.490
O 1.93612 1.22935 -1.23669  -0.967
H 1.43702 0.95906 -0.45202  0.487
H 2.17856 2.14138 -1.05120  0.470
O 0.60803 -1.30391 -1.42202  -0.989
H 0.82979 -1.88549 -0.69682  0.490
H 1.36368 -0.90374 -1.85592  0.503

Force components x, y, z for each atom (eV/Å):
O 0.1 0.2 -0.2
C 0.8 -1.2 0.1
C -0.3 0.7 1.0
C -0.1 0.2 -0.8
O 0.3 -0.2 0.0
H -0.3 0.1 0.0
H -0.3 0.2 0.3
H -0.3 0.1 -0.3
H 0.1 -0.1 -0.6
H -0.1 0.1 -0.2
H 0.0 -0.2 0.0
H -0.1 0.0 0.5
H 0.0 0.1 0.3
O 0.6 0.2 0.5
H -0.4 -0.1 -0.1
H -0.1 -0.2 -0.2
O 0.0 0.2 0.1
H 0.1 -0.1 0.1
H 0.1 0.0 -0.1
O -1.5 0.1 -0.5
H 1.0 0.0 -0.1
H 0.5 -0.2 0.5

Record 5
# C3H15AlBF6MgN2O8P2S

A structure of composition C3H15AlBF6MgN2O8P2S (the ωB97M-V functional and the def2-TZVPD basis, the OMol25 dataset).

Results
- Gap between HOMO and LUMO: 1.3 eV
- 2S+1: 1
- Maximum force: 10.531 eV/A
- Net charge: +1

Last column: natural (NBO) charge in e.
Cartesian coordinates (Å):
N 4.37552 1.33650 1.24082  -1.260
P 3.99523 0.98898 -0.50291  1.492
O 5.00346 2.01151 -1.54734  -0.923
N 2.35997 1.51155 -0.76694  -1.345
P 2.02570 3.19127 -0.97940  1.537
O 0.54411 3.77898 -0.28842  -0.914
O 3.28188 4.15737 -0.17520  -1.026
S 1.09966 0.38748 -0.66786  2.222
O 0.90253 -0.36361 -2.03999  -0.671
O -0.30139 0.87125 -0.24127  -0.794
F 1.55490 -0.83698 0.49699  -0.482
H 4.89634 2.24674 1.32012  0.402
H 3.46668 1.41247 1.78465  0.236
H 5.97406 1.85660 -1.35081  0.528
H 0.68386 3.80384 0.72075  0.474
H 3.01420 5.12667 -0.32444  0.535
C -3.98429 -1.77418 0.89289  -0.604
C -4.57816 -0.64967 0.05972  0.090
C -4.11342 -0.72611 -1.38592  -0.554
O -4.19063 0.60459 0.61458  -0.638
H -2.89010 -1.71595 0.90673  0.214
H -4.31753 -1.69929 1.93358  0.233
H -4.27703 -2.75318 0.50082  0.241
H -5.67167 -0.70123 0.09796  0.209
H -3.02381 -0.63073 -1.45289  0.218
H -4.53884 0.09645 -1.97088  0.309
H -4.41013 -1.67362 -1.84641  0.240
H -3.22105 0.65919 0.58467  0.456
B 0.42830 -4.31255 -0.10193  1.376
F 1.22926 -3.74088 -1.17218  -0.583
F 1.16601 -4.23725 1.14862  -0.591
F -0.81468 -3.56897 0.02332  -0.598
F 0.13274 -5.70284 -0.40734  -0.590
Mg 4.02833 2.02386 3.40719  1.017
O -2.64898 -7.30670 -0.13179  -0.187
H -1.89436 -6.76910 -0.28913  0.458
Al 1.02833 0.79543 2.60621  0.833
F -4.97167 0.79543 -3.65325  -0.318
O 4.38606 5.96946 1.89156  -0.639
H 4.27059 5.53720 1.06510  0.398

Force components x, y, z for each atom (eV/Å):
N -0.3 1.8 0.6
P 3.1 -2.3 -2.3
O -1.5 -1.1 2.9
N -0.7 -0.4 3.0
P -1.6 6.0 -2.7
O 3.3 -1.8 2.2
O -2.3 -0.9 -0.1
S -6.3 -5.0 -6.8
O 2.3 3.5 6.4
O 5.8 -0.4 0.8
F -0.2 2.7 -0.9
H -0.6 -0.3 -0.3
H 0.5 -0.1 -2.0
H -1.4 0.0 -0.3
H -0.7 0.3 -1.8
H 0.2 -1.9 0.1
C 0.6 -0.9 0.2
C -0.6 1.6 -0.1
C 0.9 -1.9 0.3
O -0.1 -0.4 0.2
H -0.1 -0.1 -0.2
H -0.2 0.2 -0.2
H 0.1 0.2 0.0
H 0.2 0.2 0.2
H -0.1 0.0 -0.2
H -0.8 1.3 -1.0
H 0.1 0.2 0.1
H -0.4 -0.1 -0.1
B 0.4 0.0 -0.3
F -1.0 -0.6 1.4
F -0.9 0.1 -1.3
F 1.1 -0.6 0.0
F -0.1 1.3 0.4
Mg 0.8 0.8 1.1
O -2.0 -1.3 0.4
H 2.4 1.6 -0.5
Al -0.7 -0.6 -0.3
F 0.3 -0.5 1.0
O 0.0 -0.1 1.8
H 0.1 -0.7 -1.4